Entry 1:
Here is a molecular structure, C23H39ClF4FeN10O2 from OMol25. Energies are from ωB97M-V/def2-TZVPD.

Each line ends with the Mulliken spin population.
Positions of all 80 atoms, in Å:
1 Fe 0.15 0.99 -0.44  4.011
2 C 3.55 -0.09 2.48  0.000
3 N 2.19 0.41 2.59  -0.003
4 C 1.73 0.29 3.97  0.000
5 C 2.11 1.79 2.11  0.112
6 C 0.75 2.44 2.19  -0.027
7 N -0.28 1.84 1.33  0.000
8 C -1.58 2.16 1.65  0.026
9 C -2.66 1.62 0.93  0.007
10 F -2.39 0.87 -0.18  0.016
11 C -3.98 1.79 1.25  -0.001
12 F -4.89 1.13 0.49  0.000
13 C -4.39 2.58 2.29  0.016
14 C -3.37 3.20 2.98  -0.006
15 F -3.66 4.03 3.99  0.000
16 C -2.03 3.02 2.68  0.019
17 F -1.16 3.74 3.42  0.000
18 H 4.27 0.50 3.07  0.000
19 H 3.88 -0.09 1.44  0.000
20 H 3.60 -1.12 2.85  0.000
21 H 2.30 0.94 4.66  0.000
22 H 1.85 -0.74 4.30  0.000
23 H 0.68 0.56 4.06  0.000
24 H 2.47 1.81 1.08  -0.038
25 H 2.80 2.43 2.69  0.005
26 H 0.90 3.49 1.93  -0.013
27 H 0.43 2.43 3.23  0.001
28 H -5.43 2.74 2.55  0.001
29 N -0.05 -0.97 0.81  0.082
30 C -1.11 -1.77 0.22  0.010
31 C -1.11 -3.27 0.55  -0.001
32 C -1.96 -3.62 1.77  0.002
33 C -3.46 -3.34 1.62  -0.001
34 N -4.02 -3.92 0.39  0.000
35 C -4.13 -3.27 -0.78  -0.001
36 N -4.34 -1.96 -0.84  0.000
37 N -4.11 -3.97 -1.92  0.000
38 C -1.13 -1.48 -1.29  0.007
39 O -1.82 -2.15 -2.04  0.012
40 O -0.41 -0.48 -1.67  0.051
41 H 0.86 -1.42 0.72  -0.006
42 H -0.16 -0.74 1.78  0.013
43 H -2.04 -1.35 0.57  -0.002
44 H -0.09 -3.61 0.71  -0.003
45 H -1.48 -3.81 -0.33  0.002
46 H -1.62 -3.06 2.65  0.001
47 H -1.82 -4.68 2.01  0.000
48 H -3.66 -2.27 1.62  0.000
49 H -4.01 -3.76 2.46  0.000
50 H -3.95 -4.92 0.32  0.000
51 H -4.43 -1.40 -0.01  0.000
52 H -4.09 -1.47 -1.68  0.000
53 H -3.74 -4.91 -1.91  0.000
54 H -4.01 -3.47 -2.79  0.000
55 Cl 0.48 3.63 -0.92  0.103
56 C -0.86 2.67 -1.53  0.548
57 H -0.84 2.60 -2.61  -0.005
58 H -1.80 2.97 -1.07  -0.023
59 C 1.51 1.28 -3.18  0.022
60 N 2.55 1.07 -4.17  0.004
61 C 3.72 1.86 -3.79  -0.002
62 N 4.23 1.47 -2.47  0.003
63 C 3.18 1.66 -1.49  0.033
64 N 1.94 0.88 -1.80  -0.001
65 C 2.37 -0.56 -1.89  0.022
66 N 3.42 -0.77 -2.86  0.004
67 C 2.93 -0.34 -4.17  0.001
68 C 4.58 0.05 -2.51  -0.001
69 H 0.63 0.68 -3.43  0.007
70 H 1.25 2.33 -3.16  -0.002
71 H 3.45 2.92 -3.77  0.000
72 H 4.51 1.71 -4.53  0.000
73 H 2.92 2.72 -1.45  -0.006
74 H 3.56 1.36 -0.52  0.002
75 H 1.50 -1.15 -2.17  0.008
76 H 2.72 -0.88 -0.91  -0.009
77 H 2.06 -0.95 -4.45  0.000
78 H 3.72 -0.50 -4.91  0.000
79 H 5.36 -0.10 -3.25  0.000
80 H 4.95 -0.25 -1.53  0.000

ΔE to the lowest compared entry with this formula, charge and spin = 0.000 eV
2S+1 = 6
E_HOMO (alpha / beta) = -9.906 / -9.932 eV
charge = +1
HOMO-LUMO gap (alpha / beta) = 7.72 / 6.70 eV
expectation value of S² = 8.763

---

Entry 2:
Here is a gas-phase ion, C2H2NO3 (charge -1) at a distorted geometry from OMol25. Energies are from ωB97M-V/def2-TZVPD.

Each line ends with the Mulliken charge.
Positions of all 8 atoms, in Å:
1 N 0.20 -0.21 0.16  -0.332
2 C 1.42 0.28 -0.06  0.284
3 O 2.37 -0.18 0.67  -0.685
4 C 1.50 1.69 -0.90  0.652
5 O 2.53 2.31 -1.24  -0.704
6 O 0.33 1.97 -1.21  -0.717
7 H -0.36 0.24 -0.56  0.270
8 H 0.00 -1.12 0.57  0.231

ΔE to the lowest compared entry with this formula, charge and spin = 1.006 eV
2S+1 = 1
E_HOMO = -4.234 eV
charge = -1
HOMO-LUMO gap = 8.53 eV
SMILES string = NC(=O)C(=O)[O-]

---

Entry 3:
Here is 12 unconnected molecules or ions with the total composition C27H68F3N25O16 at a distorted geometry from OMol25. Energies are from ωB97M-V/def2-TZVPD.

Each line ends with the Mulliken charge.
Positions of all 139 atoms, in Å:
1 C 3.09 4.17 2.05  -1.265
2 C 3.16 2.67 1.97  0.638
3 O 3.18 2.07 2.98  -0.479
4 N 3.27 1.92 0.73  1.160
5 C 4.52 2.03 0.06  0.925
6 C 5.19 3.32 -0.32  -0.938
7 O 5.08 1.02 -0.22  -0.586
8 C 2.14 1.96 -0.20  -1.194
9 C 1.59 3.28 -0.78  0.730
10 C 2.47 4.08 -1.74  -0.765
11 C 2.78 5.50 -1.30  -0.898
12 C 1.67 6.44 -1.67  0.235
13 O 1.25 6.57 -2.75  -0.540
14 O 1.15 7.17 -0.66  -0.504
15 N 0.50 2.73 -1.63  -0.383
16 C 0.03 1.54 -1.04  -1.397
17 O -0.82 0.88 -1.54  -0.619
18 C 0.83 1.28 0.23  3.674
19 C 0.83 -0.26 0.37  -1.252
20 C 2.06 -0.88 0.98  -1.065
21 N 2.08 -0.63 2.43  -0.341
22 C 0.14 1.85 1.49  -1.617
23 C -1.38 1.90 1.42  -0.919
24 C -1.96 3.22 1.06  0.844
25 F -1.31 4.24 1.58  -0.311
26 F -2.02 3.45 -0.24  -0.249
27 F -3.21 3.30 1.49  -0.345
28 H 4.01 4.63 1.74  0.306
29 H 2.26 4.59 1.50  0.177
30 H 2.95 4.43 3.08  0.531
31 H 6.16 3.39 0.15  0.461
32 H 5.35 3.29 -1.38  0.108
33 H 4.63 4.20 -0.06  -0.080
34 H 2.45 1.38 -1.05  -0.077
35 H 1.01 3.91 -0.13  0.146
36 H 3.36 3.55 -2.02  -0.483
37 H 1.92 4.21 -2.65  1.014
38 H 3.08 5.59 -0.27  0.442
39 H 3.62 5.84 -1.89  0.315
40 H 1.66 7.00 0.13  0.360
41 H 0.81 2.40 -2.53  0.484
42 H 0.67 -0.74 -0.58  0.617
43 H -0.02 -0.52 0.98  0.000
44 H 2.97 -0.56 0.50  0.306
45 H 1.98 -1.94 0.81  0.634
46 H 1.38 -1.22 2.86  0.115
47 H 2.98 -0.90 2.80  0.229
48 H 0.45 1.27 2.33  0.504
49 H 0.52 2.84 1.67  0.738
50 H -1.76 1.10 0.82  0.577
51 H -1.74 1.70 2.42  0.106
52 N -1.10 -2.18 4.15  -0.121
53 C -1.82 -2.13 3.00  0.376
54 N -2.59 -3.23 2.76  -0.459
55 O -1.80 -1.16 2.24  -0.494
56 H -1.11 -2.96 4.77  0.100
57 H -0.56 -1.36 4.39  0.216
58 H -3.13 -3.24 1.92  0.281
59 H -2.64 -4.01 3.40  0.261
60 N 2.26 -5.09 -1.83  -0.298
61 C 2.92 -4.07 -1.20  0.544
62 N 4.24 -4.32 -0.90  -0.340
63 O 2.39 -3.01 -0.92  -0.581
64 H 2.67 -5.98 -2.06  0.118
65 H 1.30 -4.94 -2.07  0.163
66 H 4.75 -3.59 -0.45  0.211
67 H 4.70 -5.18 -1.12  0.161
68 N -3.32 0.32 5.33  -0.197
69 C -2.19 0.58 6.05  0.596
70 N -2.38 1.24 7.23  -0.414
71 O -1.10 0.21 5.65  -0.639
72 H -4.24 0.58 5.63  0.154
73 H -3.20 -0.17 4.46  0.067
74 H -1.56 1.43 7.78  0.226
75 H -3.27 1.53 7.56  0.151
76 N 4.21 1.10 -3.90  -0.151
77 C 4.80 2.15 -4.56  0.747
78 N 4.92 1.98 -5.91  -0.471
79 O 5.19 3.15 -3.99  -0.643
80 H 3.89 0.27 -4.35  0.188
81 H 4.12 1.18 -2.90  -0.035
82 H 5.35 2.73 -6.43  0.235
83 H 4.61 1.17 -6.41  0.142
84 N -2.04 -6.41 6.48  -0.355
85 C -2.78 -6.42 5.34  0.578
86 N -3.58 -7.52 5.15  -0.412
87 O -2.74 -5.51 4.52  -0.671
88 H -2.06 -7.14 7.16  0.173
89 H -1.45 -5.61 6.64  0.191
90 H -4.13 -7.54 4.32  0.213
91 H -3.63 -8.27 5.80  0.159
92 N -5.51 -1.87 2.51  -0.285
93 C -6.64 -2.10 3.26  0.519
94 N -7.82 -1.62 2.70  -0.408
95 O -6.63 -2.68 4.33  -0.644
96 H -5.53 -1.36 1.65  0.196
97 H -4.62 -2.21 2.85  0.205
98 H -8.67 -1.78 3.21  0.246
99 H -7.87 -1.17 1.81  0.174
100 N 8.20 -0.39 -4.25  -0.434
101 C 7.39 -0.37 -3.14  0.688
102 N 7.62 0.66 -2.27  -0.305
103 O 6.54 -1.21 -2.95  -0.645
104 H 8.91 0.29 -4.44  0.148
105 H 8.06 -1.13 -4.91  0.225
106 H 7.05 0.71 -1.45  0.189
107 H 8.32 1.36 -2.42  0.153
108 N -1.90 1.00 -4.77  -0.294
109 C -2.33 0.02 -5.60  0.483
110 N -2.03 -1.26 -5.20  -0.338
111 O -2.95 0.24 -6.64  -0.673
112 H -1.39 0.82 -3.91  0.232
113 H -2.10 1.95 -5.02  0.189
114 H -2.34 -2.01 -5.79  0.206
115 H -1.53 -1.47 -4.36  0.152
116 N -8.19 3.57 4.88  -0.401
117 C -7.57 2.37 5.05  0.630
118 N -7.72 1.47 4.03  -0.297
119 O -6.92 2.12 6.06  -0.639
120 H -8.73 3.80 4.06  0.155
121 H -8.10 4.25 5.61  0.224
122 H -7.28 0.58 4.10  0.168
123 H -8.24 1.69 3.20  0.152
124 N -3.68 2.62 -8.94  -0.290
125 C -4.40 3.75 -9.20  0.544
126 N -5.18 4.18 -8.16  -0.349
127 O -4.35 4.34 -10.26  -0.657
128 H -3.70 2.12 -8.07  0.215
129 H -3.09 2.27 -9.68  0.180
130 H -5.72 5.01 -8.31  0.205
131 H -5.24 3.71 -7.27  0.169
132 N 2.61 -9.03 -0.29  -0.354
133 C 1.85 -8.96 -1.42  0.654
134 N 1.14 -10.09 -1.72  -0.422
135 O 1.79 -7.96 -2.11  -0.639
136 H 2.67 -9.84 0.29  0.169
137 H 3.14 -8.22 -0.04  0.198
138 H 0.57 -10.07 -2.55  0.216
139 H 1.17 -10.93 -1.17  0.156

2S+1 = 1
E_HOMO = -7.779 eV
charge = 0
HOMO-LUMO gap = 8.06 eV
SMILES string = CC(=O)N(C(C)=O)[C@@H]1[C@@H](CCC(=O)O)NC(=O)[C@]1(CCN)CCC(F)(F)F.NC(N)=O.NC(N)=O.NC(N)=O.NC(N)=O.NC(N)=O.NC(N)=O.NC(N)=O.NC(N)=O.NC(N)=O.NC(N)=O.NC(N)=O

---

Entry 4:
Here is a molecular structure, C25H33AlBIN5O9S at a distorted geometry from OMol25. Energies are from ωB97M-V/def2-TZVPD.

Each line ends with the Mulliken charge.
Positions of all 76 atoms, in Å:
1 C 1.28 1.83 3.54  -0.481
2 N -0.15 1.90 3.82  -0.220
3 C -0.63 0.75 4.56  -0.871
4 B -0.98 2.24 2.64  1.863
5 O -2.10 3.07 2.92  -0.791
6 Al -0.71 1.67 0.62  -1.753
7 C -2.13 0.31 0.04  -0.558
8 C -2.01 -1.10 0.70  -0.348
9 C -2.68 -1.20 2.11  0.324
10 C -4.22 -1.46 2.00  -0.870
11 O -4.98 -0.25 1.84  -0.332
12 C -5.11 0.45 3.00  0.291
13 O -5.43 0.00 4.07  -0.510
14 C 1.21 1.15 0.11  -0.608
15 C 1.54 -0.35 0.31  -0.462
16 S 3.36 -0.68 0.54  -0.405
17 C 3.51 -0.89 2.31  0.551
18 N 4.32 -0.32 3.18  -0.419
19 N 3.93 -0.84 4.38  -0.443
20 C 2.94 -1.65 4.23  0.080
21 O 2.62 -1.73 2.90  -0.150
22 C -1.13 3.38 -0.51  0.311
23 C 0.04 4.32 -0.66  0.024
24 O 0.38 4.70 -1.74  -0.543
25 I 1.20 5.06 1.02  -0.071
26 H 1.85 1.78 4.50  0.317
27 H 1.68 2.68 2.97  0.041
28 H 1.48 0.85 3.03  -0.045
29 H -1.71 0.86 4.77  0.321
30 H -0.46 -0.20 3.99  0.143
31 H -0.10 0.68 5.54  0.273
32 H -2.76 2.81 2.27  0.143
33 H -3.11 0.73 0.36  0.207
34 H -2.18 0.26 -1.07  0.386
35 H -2.59 -1.80 0.05  0.470
36 H -0.98 -1.51 0.74  0.010
37 H -2.56 -0.26 2.69  -0.567
38 H -2.25 -2.09 2.59  0.434
39 H -4.45 -2.11 1.13  0.386
40 H -4.55 -2.02 2.90  0.339
41 H -4.84 1.53 2.94  0.327
42 H 1.32 1.38 -0.97  0.658
43 H 1.96 1.78 0.63  0.538
44 H 1.05 -0.70 1.24  -0.123
45 H 1.26 -0.95 -0.57  0.655
46 H 2.36 -2.22 4.96  0.388
47 H -2.02 3.84 -0.06  0.381
48 H -1.41 3.00 -1.52  -0.272
49 C 2.73 -7.31 -1.25  -0.415
50 C 2.02 -6.14 -1.49  -0.621
51 C 2.30 -4.99 -0.77  -0.175
52 C 3.31 -5.03 0.19  0.052
53 C 4.02 -6.19 0.43  -0.404
54 C 3.73 -7.33 -0.29  -0.424
55 N 3.64 -3.82 0.93  1.046
56 O 2.98 -2.81 0.70  -0.400
57 O 4.56 -3.86 1.74  -0.673
58 H 2.50 -8.20 -1.82  0.372
59 H 1.23 -6.12 -2.24  0.385
60 H 1.74 -4.09 -0.95  0.425
61 H 4.81 -6.21 1.18  0.453
62 H 4.28 -8.25 -0.11  0.364
63 C -0.48 4.87 -7.60  -0.375
64 C 0.23 3.71 -7.34  -0.473
65 C -0.19 2.85 -6.34  -0.315
66 C -1.33 3.16 -5.61  0.066
67 C -2.04 4.31 -5.86  -0.279
68 C -1.62 5.18 -6.85  -0.476
69 N -1.79 2.23 -4.57  1.075
70 O -1.12 1.23 -4.37  -0.606
71 O -2.80 2.52 -3.97  -0.598
72 H -0.16 5.55 -8.38  0.364
73 H 1.11 3.48 -7.92  0.365
74 H 0.37 1.94 -6.14  0.446
75 H -2.93 4.55 -5.28  0.438
76 H -2.17 6.08 -7.06  0.365

2S+1 = 1
E_HOMO = -4.341 eV
charge = -1
HOMO-LUMO gap = 5.63 eV

---

- Which value of 2S+1 does entry 3 give?
  1